Computed, not measured: a cluster of 15 separate species, C80H207N28O24P9 in total in a non-equilibrium geometry, with ωB97M-V/def2-TZVPD.

```
348
C80H207N28O24P9 (ωB97M-V/def2-TZVPD)
C -1.1460 6.1565 6.5890
C -1.5275 5.6294 5.1703
N -0.3933 5.2695 4.3431
C -0.3328 3.8276 3.9539
C 1.0273 3.2267 3.6972
C -0.1634 6.0782 3.1087
C 0.0518 7.5501 3.3825
H -2.1570 6.4434 7.0468
H -0.5440 7.0171 6.4438
H -0.5843 5.4046 7.1915
H -2.2695 4.8718 5.3108
H -2.0822 6.4495 4.6908
H -0.8126 3.3098 4.8038
H -0.9351 3.6659 3.0290
H 0.9810 2.1324 3.8003
H 1.4889 3.4778 2.7645
H 1.7684 3.6058 4.4774
H -0.9103 5.9252 2.3212
H 0.7747 5.6750 2.7470
H 0.4712 8.0629 2.5401
H 0.5684 7.7953 4.3752
H -1.0222 7.8995 3.5466
O -6.1942 7.7567 0.2224
P -6.0787 6.3291 0.6402
N -5.3420 6.0416 2.0952
C -6.0105 6.5169 3.2712
C -3.8501 6.3186 2.0762
N -5.3287 5.3607 -0.4771
C -5.6388 5.6469 -1.8565
C -5.1396 3.9432 -0.2965
N -7.5796 5.7273 0.8659
C -7.9241 4.4074 1.5351
C -8.7294 6.5964 0.6990
H -7.0800 6.4141 3.2139
H -5.7906 7.5732 3.4469
H -5.5403 5.9875 4.1340
H -3.4947 5.7878 1.1394
H -3.4287 6.0156 3.0443
H -3.6363 7.3831 1.9728
H -5.5618 6.7232 -2.1092
H -4.9342 5.2002 -2.5690
H -6.6575 5.3888 -2.1215
H -4.2131 3.6886 -0.7987
H -4.9766 3.7670 0.7831
H -6.0365 3.4972 -0.6226
H -8.4817 3.8928 0.7364
H -7.0275 3.8798 1.8503
H -8.5778 4.5466 2.3773
H -9.4521 6.5430 1.5000
H -9.3593 6.3469 -0.1886
H -8.4357 7.6905 0.6609
O -1.3069 -6.2973 2.9669
P -0.4635 -7.3169 2.3448
N 0.6275 -7.9208 3.4115
C 1.3713 -9.0909 3.1208
C 0.4505 -7.5723 4.8226
N 0.5713 -6.8130 1.1629
C 0.0393 -6.4434 -0.2067
C 1.8710 -6.2937 1.4478
N -1.4264 -8.4083 1.5949
C -1.0134 -9.4413 0.7335
C -2.8754 -8.4470 1.8649
H 2.4387 -8.8639 3.3407
H 1.4488 -9.4084 2.1194
H 0.9162 -9.8911 3.6522
H 0.2420 -6.5396 4.9835
H 1.4087 -7.7114 5.2743
H -0.2927 -8.1816 5.4804
H 0.6264 -6.9037 -0.9560
H -1.0014 -6.7788 -0.3279
H 0.0868 -5.3715 -0.3477
H 2.4556 -6.2088 0.5077
H 1.8023 -5.3245 1.9738
H 2.4540 -6.9213 2.1357
H -0.6735 -10.3362 1.2985
H -1.8094 -9.7214 0.0201
H -0.1512 -9.0916 0.1277
H -3.3060 -9.4944 2.0140
H -3.4134 -7.9328 1.0887
H -3.0476 -7.8192 2.7647
O -0.2164 -0.9523 -6.3956
P 0.3820 -0.9825 -7.7644
N -0.7135 -0.7809 -9.1147
C -1.2717 0.5591 -9.5349
C -1.6922 -1.8452 -9.0081
N 1.2285 -2.3444 -8.1496
C 1.9195 -3.1361 -7.0763
C 1.2371 -3.0659 -9.4875
N 1.4239 0.3190 -7.8909
C 1.0590 1.5021 -7.1289
C 2.3245 0.5525 -8.9608
H -1.9893 0.9481 -8.8370
H -1.8002 0.3844 -10.4528
H -0.4825 1.2753 -9.6698
H -2.4258 -1.7046 -9.7803
H -2.1726 -1.8765 -7.9508
H -1.2838 -2.8701 -9.1755
H 2.2414 -2.5032 -6.2121
H 1.2722 -3.9247 -6.6115
H 2.8732 -3.4972 -7.4588
H 1.0409 -2.3257 -10.2198
H 2.2682 -3.4479 -9.6597
H 0.4476 -3.8418 -9.5806
H 0.5769 1.2871 -6.1612
H 1.9240 2.1279 -6.8174
H 0.3790 2.2187 -7.7016
H 1.8756 1.1638 -9.7471
H 2.6473 -0.3699 -9.4919
H 3.2762 0.9948 -8.7188
O 4.0722 -4.2506 2.0154
P 5.3778 -4.2070 2.6318
N 5.4935 -5.3515 3.7614
C 4.2610 -5.5188 4.5535
C 6.7659 -5.8663 4.3671
N 5.8794 -2.7587 3.1869
C 5.4358 -1.5599 2.5558
C 6.3007 -2.6040 4.5045
N 6.6276 -4.6951 1.5961
C 6.4259 -5.9355 0.7775
C 7.3957 -3.6669 0.9988
H 4.3377 -4.9464 5.5236
H 4.1986 -6.5571 4.9026
H 3.4082 -5.1723 4.0329
H 7.4929 -5.1082 4.0273
H 7.0461 -6.8017 3.9331
H 6.6286 -5.8084 5.4286
H 4.6988 -0.9811 3.0837
H 6.2514 -0.8178 2.4183
H 5.0429 -1.7519 1.5505
H 7.3469 -2.1837 4.6135
H 5.6634 -1.8898 5.0089
H 6.2653 -3.5107 5.1470
H 6.1778 -5.5493 -0.2061
H 7.3872 -6.4408 0.8735
H 5.4850 -6.4392 1.0767
H 8.4352 -3.9498 0.8821
H 7.4177 -2.8820 1.7200
H 6.9882 -3.2348 0.0535
O -3.6009 -2.5683 -2.2677
P -4.6045 -1.5714 -2.6904
N -5.9863 -2.2131 -3.4274
C -6.8371 -1.6931 -4.4740
C -6.5151 -3.2382 -2.5030
N -3.9914 -0.5092 -3.8452
C -3.4316 -1.0754 -5.0701
C -3.6489 0.8402 -3.6298
N -5.1984 -0.7005 -1.4867
C -4.8359 -0.8204 -0.0848
C -6.0909 0.4179 -1.7194
H -6.9980 -2.4567 -5.2023
H -6.4295 -0.7336 -4.8609
H -7.8408 -1.4799 -4.1429
H -7.2220 -2.8100 -1.7432
H -5.6102 -3.5268 -1.8484
H -6.8143 -4.1397 -3.0439
H -2.3548 -0.9753 -5.1440
H -3.7447 -2.1321 -5.1850
H -3.7414 -0.4399 -5.9302
H -3.9489 1.5260 -4.4623
H -4.0360 1.2161 -2.7000
H -2.5719 1.0692 -3.5017
H -5.7330 -1.2253 0.4745
H -3.9618 -1.4180 0.0571
H -4.4783 0.1161 0.2684
H -5.6617 1.3833 -1.4766
H -6.9800 0.3948 -1.1482
H -6.3445 0.5054 -2.7722
O -5.0786 2.7323 6.8907
P -4.4125 1.7358 6.0025
N -5.1033 0.1740 5.9530
C -4.9943 -0.6239 7.1929
C -6.4782 0.1438 5.5543
N -2.7935 1.5222 6.3626
C -1.9386 0.7488 5.4903
C -2.0664 2.3962 7.2837
N -4.5101 2.1835 4.3976
C -4.3362 1.2579 3.3375
C -4.5331 3.6508 4.0811
H -3.9274 -0.5264 7.5843
H -5.2644 -1.6576 6.9053
H -5.5883 -0.2365 8.0489
H -6.7770 0.9638 4.9047
H -7.1554 0.2444 6.4021
H -6.7140 -0.8588 5.0787
H -2.5347 -0.1076 5.1960
H -1.4168 1.3518 4.6387
H -1.2370 0.3506 6.2528
H -1.7213 1.8699 8.1702
H -1.2851 3.0173 6.7778
H -2.6827 3.1518 7.8134
H -3.2709 1.1287 3.1032
H -4.7480 0.3242 3.5602
H -4.7286 1.6134 2.3681
H -3.6304 3.9230 3.5166
H -4.5079 4.2403 4.9877
H -5.3214 4.0823 3.4067
O 4.8628 4.2877 -0.6232
P 6.1055 3.6260 -1.1655
N 7.3027 3.6729 -0.1002
C 8.4199 2.7277 0.0151
C 7.5448 4.9310 0.6078
N 6.7262 4.4377 -2.5097
C 5.8470 4.9369 -3.4825
C 8.1255 4.7103 -2.7061
N 5.7526 2.0692 -1.6901
C 6.5959 1.2915 -2.6032
C 4.9937 1.2667 -0.7824
H 8.6036 2.4738 1.0310
H 9.3434 3.1575 -0.3819
H 8.1165 1.8592 -0.6005
H 7.7671 4.6943 1.6040
H 6.6155 5.5108 0.5325
H 8.3565 5.5786 0.2390
H 4.8581 4.6231 -3.2602
H 5.8208 5.9808 -3.5083
H 6.1541 4.5948 -4.5795
H 8.4840 4.4503 -3.7320
H 8.2318 5.8290 -2.5933
H 8.7934 4.2051 -2.0219
H 5.9740 0.7179 -3.3240
H 7.1240 1.9327 -3.3353
H 7.2728 0.5774 -2.1445
H 4.1060 0.8457 -1.1950
H 4.4278 1.8963 -0.0247
H 5.5809 0.5588 -0.2441
O -1.8082 4.7863 -0.7378
P -0.6335 5.3768 -1.3357
N -0.4673 4.6795 -2.8595
C -1.4481 3.9227 -3.5855
C 0.7574 4.9516 -3.5897
N 0.8060 5.1289 -0.5700
C 1.0391 3.8932 0.1947
C 1.9195 6.1082 -0.3201
N -0.6742 6.9803 -1.5951
C -0.5577 7.7921 -0.3835
C -1.6376 7.3256 -2.5587
H -2.3701 3.8282 -3.0121
H -1.0608 2.9278 -3.7776
H -1.7052 4.4426 -4.5561
H 1.0105 4.1078 -4.2259
H 1.5344 5.3002 -2.9673
H 0.4363 5.8244 -4.3015
H 2.0887 3.6689 0.3964
H 0.4455 3.9450 1.1334
H 0.6070 3.0908 -0.4184
H 2.0337 6.3930 0.6780
H 2.8857 5.6769 -0.6283
H 1.6429 6.9559 -0.9999
H 0.2066 8.5664 -0.4390
H -1.5181 8.2593 -0.2131
H -0.3325 7.2672 0.5819
H -2.6433 7.2589 -2.1285
H -1.5860 6.7302 -3.4526
H -1.5530 8.3627 -2.8248
O 1.9394 0.9265 0.2273
P 0.8578 0.1241 -0.3556
N 1.1186 -1.5070 -0.1936
C 2.4721 -2.0627 -0.2881
C 0.1057 -2.4513 -0.6417
N 0.9823 0.4437 -2.0073
C 0.1081 -0.1734 -2.9778
C 1.6895 1.5910 -2.4667
N -0.6980 0.3706 0.1208
C -1.1633 -0.1355 1.3851
C -1.4900 1.4627 -0.4182
H 2.5751 -2.5629 -1.2367
H 2.4782 -2.8538 0.4776
H 3.2849 -1.3192 -0.1103
H 0.3461 -2.8097 -1.7035
H -0.8409 -1.9044 -0.7472
H 0.0614 -3.2774 0.0894
H 0.4833 -0.8503 -3.7456
H -0.6228 -0.7137 -2.3727
H -0.4451 0.6546 -3.4734
H 2.5173 1.4143 -3.1213
H 1.1254 2.3538 -2.9646
H 2.2328 2.1270 -1.6980
H -0.4442 -0.9348 1.7054
H -1.1898 0.6350 2.1898
H -2.1975 -0.6267 1.4114
H -2.4437 1.0489 -0.7910
H -1.1203 2.0828 -1.2361
H -1.8080 2.0887 0.4013
C 0.0480 -3.5592 3.9341
C 1.4874 -3.1610 3.9856
C 1.9612 -1.7306 3.7732
O 2.9317 -1.4467 4.7588
C 2.8008 -2.4143 5.7052
O 3.4068 -2.4322 6.7213
O 1.9456 -3.4159 5.3671
H -0.0894 -4.5656 4.1523
H -0.2912 -3.4083 2.9098
H -0.5822 -2.9900 4.6065
H 2.1049 -3.7787 3.3835
H 1.0561 -1.0182 3.9091
H 2.3848 -1.5746 2.7863
C -5.7031 -5.4325 1.3564
C -4.3406 -4.9108 1.7952
C -3.1292 -4.6748 0.8177
O -2.4533 -3.5813 1.5921
C -3.3182 -3.0461 2.4827
O -2.9612 -2.0366 3.0504
O -4.4710 -3.7066 2.5711
H -6.2094 -4.6852 0.6825
H -6.3928 -5.6687 2.1582
H -5.6025 -6.3764 0.8428
H -3.8667 -5.6207 2.4746
H -3.3484 -4.2034 -0.1670
H -2.4737 -5.5189 0.8134
C 4.8440 -2.9129 -3.2963
C 5.2082 -4.3491 -3.5085
C 4.7522 -5.4576 -2.5139
O 3.7889 -6.2225 -3.3019
C 3.5890 -5.6982 -4.5074
O 2.8380 -6.1197 -5.3179
O 4.5487 -4.8002 -4.7756
H 3.7392 -2.8084 -3.3861
H 5.3361 -2.4016 -4.1229
H 5.1061 -2.4877 -2.2861
H 6.2830 -4.4971 -3.6703
H 4.0959 -5.1856 -1.6690
H 5.5199 -6.1077 -2.1785
C 4.2087 5.1761 2.6087
C 4.6617 3.9799 3.4820
C 4.1770 2.6759 2.8388
O 5.3563 2.0677 2.3507
C 6.4061 2.7037 2.8265
O 7.5300 2.2994 2.7343
O 6.0903 3.8042 3.4837
H 4.8170 6.0711 2.8868
H 3.1040 5.3849 2.6407
H 4.3083 4.9426 1.5647
H 4.1877 4.1305 4.4386
H 3.4219 2.9224 2.0680
H 3.6805 1.9209 3.5169
C -0.4886 -4.9566 -4.6726
C -1.6111 -4.8996 -3.6238
C -2.9437 -5.1605 -4.2570
O -3.3917 -6.4165 -3.7307
C -2.5836 -6.6998 -2.6855
O -2.8609 -7.5971 -1.9140
O -1.4841 -5.9194 -2.6245
H -0.7575 -4.2550 -5.5290
H -0.4487 -5.9346 -5.0924
H 0.4601 -4.6626 -4.2835
H -1.6598 -3.9873 -2.9950
H -2.8335 -5.1654 -5.3846
H -3.5965 -4.4173 -3.8934
```

Values from the calculation:
total charge: 0
F_max: 3.95 eV/A
electronic energy: -9583.8599 Ha
lowest unoccupied orbital energy: 0.245 eV